Computed, not measured: a molecular structure, C33H96AlF3N16O12P5S2, with ωB97M-V with the def2-TZVPD basis set.

Geometry as XYZ:
```
168
Properties=species:S:1:pos:R:3
Al -1.468 -11.454 15.873
N -0.881 -9.282 14.225
S -0.808 -7.748 14.225
O -1.732 -7.035 13.376
O 0.393 -7.119 14.796
F -1.715 -7.765 15.539
S -0.232 -9.273 12.634
O 1.201 -8.880 12.563
O -1.137 -9.031 11.506
F -0.129 -10.920 12.656
F 1.072 -12.505 14.786
O -3.043 -1.893 15.247
P -3.594 -2.730 16.364
N -3.123 -2.377 17.944
C -3.468 -3.108 19.119
C -2.324 -1.155 18.291
N -3.082 -4.273 15.989
C -3.847 -5.011 15.034
C -1.652 -4.517 15.932
N -5.298 -2.692 16.611
C -5.953 -3.818 17.420
C -6.106 -2.051 15.601
H -3.704 -4.136 18.848
H -4.246 -2.637 19.720
H -2.593 -3.144 19.769
H -1.888 -1.377 19.265
H -3.056 -0.360 18.430
H -1.616 -0.729 17.581
H -4.912 -4.940 15.256
H -3.693 -4.717 13.995
H -3.720 -6.091 15.117
H -1.080 -3.875 16.601
H -1.397 -5.521 16.272
H -1.246 -4.236 14.960
H -5.712 -4.829 17.092
H -5.797 -3.731 18.495
H -7.024 -3.896 17.236
H -7.053 -1.717 16.024
H -6.387 -2.800 14.860
H -5.562 -1.149 15.320
O -4.107 -10.957 14.257
P -5.154 -10.194 13.571
N -6.017 -9.335 14.720
C -7.219 -8.624 14.428
C -5.891 -9.550 16.158
N -6.262 -11.225 12.714
C -6.525 -12.611 13.287
C -7.555 -10.721 12.040
N -4.677 -8.968 12.431
C -4.719 -7.538 12.688
C -4.326 -9.334 10.988
H -8.025 -9.313 14.678
H -7.326 -8.303 13.391
H -7.350 -7.688 14.971
H -6.847 -9.826 16.605
H -5.556 -8.601 16.577
H -5.112 -10.288 16.348
H -5.626 -13.216 13.167
H -6.867 -12.662 14.320
H -7.262 -13.029 12.601
H -7.532 -9.756 11.533
H -7.862 -11.420 11.262
H -8.282 -10.681 12.851
H -4.606 -7.241 13.731
H -3.832 -7.170 12.173
H -5.645 -7.332 12.151
H -5.090 -9.510 10.231
H -3.736 -10.239 11.131
H -3.617 -8.569 10.672
O -0.563 -9.299 17.813
P -0.318 -8.332 18.914
N 1.114 -7.457 18.753
C 2.388 -8.031 19.185
C 1.253 -6.379 17.805
N -0.111 -8.993 20.493
C 0.279 -10.342 20.630
C -0.064 -8.087 21.639
N -1.454 -7.059 19.117
C -2.860 -7.189 18.651
C -1.244 -5.811 20.000
H 3.138 -7.252 19.325
H 2.810 -8.655 18.397
H 2.224 -8.680 20.045
H 0.487 -6.545 17.048
H 2.274 -6.110 17.535
H 0.891 -5.461 18.269
H -0.375 -10.866 21.328
H 0.070 -10.849 19.689
H 1.308 -10.288 20.986
H 0.067 -7.042 21.358
H -0.919 -8.146 22.313
H 0.828 -8.318 22.221
H -3.256 -7.956 19.316
H -3.503 -6.316 18.760
H -2.897 -7.532 17.617
H -1.797 -5.060 19.436
H -0.179 -5.594 20.083
H -1.804 -5.890 20.932
O 4.421 -12.037 15.440
P 5.088 -10.741 15.757
N 4.156 -9.334 15.930
C 2.964 -9.143 15.020
C 4.652 -8.033 16.474
N 6.205 -10.325 14.601
C 7.428 -11.123 14.307
C 5.751 -9.536 13.535
N 5.878 -10.868 17.304
C 7.130 -10.291 17.773
C 5.261 -11.656 18.404
H 2.157 -8.965 15.731
H 2.723 -10.080 14.519
H 3.078 -8.249 14.407
H 3.718 -7.486 16.607
H 5.256 -7.545 15.708
H 5.295 -8.168 17.344
H 7.184 -12.123 13.950
H 8.176 -10.683 13.647
H 7.945 -11.301 15.250
H 5.837 -8.451 13.486
H 6.312 -9.769 12.629
H 4.694 -9.758 13.386
H 7.381 -9.542 17.023
H 6.940 -9.837 18.746
H 7.859 -11.101 17.736
H 4.585 -11.082 19.037
H 5.867 -12.272 19.068
H 4.575 -12.414 18.026
O 2.600 -14.959 11.841
P 2.059 -15.483 10.568
N 3.250 -15.883 9.454
C 3.857 -14.868 8.654
C 4.016 -17.120 9.699
N 0.919 -14.502 9.765
C 0.053 -13.795 10.643
C 0.297 -14.767 8.436
N 1.173 -16.954 10.852
C 1.410 -17.736 12.072
C 0.332 -17.620 9.801
H 3.501 -15.115 7.654
H 4.943 -14.861 8.743
H 3.517 -13.884 8.979
H 4.670 -17.355 8.859
H 3.366 -17.974 9.887
H 4.602 -16.863 10.581
H -0.697 -14.437 11.106
H 0.604 -13.342 11.467
H -0.527 -13.114 10.020
H 0.848 -15.571 7.951
H -0.735 -15.089 8.581
H 0.371 -13.876 7.812
H 2.441 -17.649 12.415
H 0.881 -17.271 12.904
H 1.272 -18.778 11.784
H 0.254 -18.687 10.011
H 0.812 -17.346 8.861
H -0.661 -17.174 9.843
C 8.222 -4.398 12.460
O 6.858 -4.777 12.770
C 6.277 -5.625 11.973
O 6.809 -6.150 10.973
O 5.110 -5.738 12.367
C 4.208 -6.537 11.680
H 8.661 -3.499 12.892
H 8.459 -4.024 11.464
H 8.918 -5.231 12.559
H 3.352 -5.985 11.292
H 3.608 -7.119 12.380
H 4.578 -7.180 10.882
```

E_HOMO	-0.3553	Eh
net charge	+1
HOMO-LUMO gap	1.365	eV

Results of the Mulliken charge analysis, in e, for atoms 1 through 99: 1.210, 0.458, 0.804, -0.551, -0.522, -0.416, 0.563, -0.451, -0.480, -0.249, -0.519, -0.860, 0.260, 0.516, -0.600, -1.130, 1.019, -0.989, -0.745, 0.083, -0.731, -1.019, -0.184, 0.248, 0.396, 0.379, 0.383, 0.294, 0.357, 0.322, -0.167, 0.406, -0.263, 0.344, 0.113, 0.266, 0.421, 0.384, 0.320, 0.328, -0.861, 0.138, 0.589, -1.202, -0.937, 0.130, -0.901, -1.029, 0.836, -1.306, -1.220, 0.352, 0.328, 0.296, 0.315, 0.117, 0.233, 0.257, 0.265, 0.391, 0.251, 0.379, 0.398, 0.082, 0.664, 0.385, 0.212, 0.409, 0.450, -0.999, -0.051, 0.641, -1.082, -1.040, 0.189, -0.996, -1.139, 0.928, -0.834, -0.722, 0.447, 0.357, 0.165, 0.102, 0.514, 0.193, 0.336, 0.165, 0.397, 0.373, 0.321, 0.422, 0.381, 0.221, -0.029, -0.391, 0.623, 0.306, -0.802